Entry 1:
DFT (the ωB97M-V functional and the def2-TZVPD basis) results for a molecular structure, C20H22N4OS3Tl.

```
! wB97M-V def2-TZVPD RIJCOSX def2/J DEFGRID3
* xyz 1 1
Tl -3.13717 -2.67494 -0.30563
C -0.36840 3.15479 -0.67966
C -1.41683 2.15373 -0.98256
N -1.27250 0.88622 -0.62835
N -0.28736 0.42400 0.08433
C 0.26816 -0.76034 0.14870
S -0.20807 -2.25122 -0.47165
S 1.79976 -0.61703 1.06124
C 2.98347 -1.41804 -0.09668
C 3.69182 -0.39857 -0.94449
C 5.07960 -0.32852 -0.95173
C 5.73432 0.58432 -1.76641
C 5.00844 1.44910 -2.56866
C 3.62131 1.40601 -2.54554
C 2.96986 0.48639 -1.74199
C -2.62530 2.28547 -1.71196
C -3.27801 3.35657 -2.32479
C -4.49126 3.10926 -2.92711
C -5.03130 1.81819 -2.96254
C -4.37803 0.73871 -2.39640
C -3.17625 1.00378 -1.76563
O -2.36804 0.11113 -1.14689
H 0.41859 2.69406 -0.08939
H -0.78493 4.00216 -0.13482
H 0.05105 3.53155 -1.61422
H 2.39266 -2.11203 -0.69311
H 3.67807 -1.97771 0.52571
H 5.65287 -1.00261 -0.32697
H 6.81527 0.62517 -1.76648
H 5.52038 2.14983 -3.21412
H 3.04863 2.09250 -3.15602
H 1.88695 0.45081 -1.73370
H -2.84207 4.34591 -2.31878
H -5.03284 3.92194 -3.38959
H -5.98126 1.66346 -3.45451
H -4.77858 -0.26452 -2.44648
C -1.42590 -4.04126 2.77959
N -0.94997 -2.76815 3.25096
C 0.37601 -2.62851 3.85253
C 0.41721 -1.14658 4.24282
N -0.66755 -0.60753 3.42950
C -1.48712 -1.57574 2.98472
S -2.97675 -1.24955 2.26702
H -1.24961 -4.79810 3.54313
H -0.90906 -4.34166 1.86253
H -2.49676 -3.97881 2.59348
H 1.14506 -2.87557 3.11497
H 0.47610 -3.29196 4.71063
H 1.36447 -0.67417 3.99102
H 0.20992 -1.00288 5.30607
H -0.98903 0.34093 3.50791
*
```

Its total energy is -2436.38659 Eh. For the energy above the lowest of the compared OMol25 structures with the same formula, charge and spin, the calculation gives 20.12 kJ/mol. Its lowest unoccupied orbital energy is -3.7 eV. As for the gap between HOMO and LUMO: 7.096 eV. Its HOMO energy is -0.397 Eh.

Entry 2:
DFT (the ωB97M-V functional and the def2-TZVPD basis) results for 2 unconnected molecules or ions with the total composition C20H22NO2S.

```
! wB97M-V def2-TZVPD RIJCOSX def2/J DEFGRID3
* xyz 1 1
C 3.14987 -1.59535 -1.22222
C 1.88892 -2.27602 -1.65013
N 0.70086 -1.96913 -1.25207
C -0.41429 -2.79014 -1.77464
C 0.14616 -3.70739 -2.86801
S 1.98690 -3.53005 -2.86715
H 2.96864 -0.95556 -0.35266
H 3.91616 -2.33709 -0.95654
H 3.51934 -0.99238 -2.06072
H -0.83235 -3.41508 -0.95760
H -1.23452 -2.16014 -2.15623
H -0.02860 -4.76605 -2.63143
H -0.26266 -3.44280 -3.85420
C -4.25189 -0.35314 4.97722
O -3.80667 -1.40850 4.08674
C -2.76500 -1.14633 3.25906
C -2.36820 -2.15319 2.35171
C -1.37520 -1.90900 1.44723
C -0.75078 -0.63398 1.32913
C 0.23409 -0.39442 0.30187
C 0.32037 0.82953 -0.41058
C 1.41407 1.10419 -1.27593
C 1.70079 2.40031 -1.63422
C 0.86064 3.46282 -1.22696
O 1.28113 4.69616 -1.61756
C 2.52934 4.51212 -2.38951
C 2.82304 3.00466 -2.43295
C -0.33912 3.20635 -0.52928
C -0.62568 1.90604 -0.20193
C -1.10702 0.34087 2.30669
C -2.09202 0.10294 3.25170
H -5.04782 -0.81603 5.55486
H -3.44023 -0.03012 5.64109
H -4.64406 0.50203 4.41079
H -2.88920 -3.10851 2.37096
H -1.08000 -2.68433 0.74363
H 1.08776 -1.11758 0.30298
H 2.05317 0.28570 -1.60538
H 2.38552 4.93999 -3.39143
H 3.31956 5.07928 -1.87825
H 3.80416 2.78611 -1.98852
H 2.80024 2.64348 -3.47257
H -0.98338 4.03519 -0.25922
H -1.57264 1.68463 0.30609
H -0.59611 1.29373 2.32252
H -2.38332 0.87619 3.95363
*
```

Its total energy is -1378.42220 Eh. For the energy above the lowest of the compared OMol25 structures with the same formula, charge and spin, the calculation gives 162.93 kJ/mol. Its lowest unoccupied orbital energy is -4.3 eV. As for the gap between HOMO and LUMO: 6.930 eV. Its HOMO energy is -0.414 Eh.

Entry 3:
DFT (the ωB97M-V functional and the def2-TZVPD basis) results for C20H23BrN2O4 in the gas phase.

```
! wB97M-V def2-TZVPD RIJCOSX def2/J DEFGRID3
* xyz 0 1
C -1.66442 5.54097 -2.73715
H -1.66810 5.43736 -3.82767
O -2.01035 4.33813 -2.10081
C -1.22698 3.24335 -2.31952
C -0.08285 3.22059 -3.09503
C 0.64954 2.04889 -3.24247
C 0.24353 0.87792 -2.63215
C -0.91565 0.89288 -1.85499
C -1.64790 2.05355 -1.68080
O -2.77010 2.15886 -0.92452
C -3.23589 1.00726 -0.25656
H -2.47780 0.58963 0.41118
H -3.55653 0.23886 -0.96807
H -4.09484 1.33772 0.32523
H -1.23480 -0.01377 -1.36927
C 1.04851 -0.38824 -2.78582
H 0.51124 -1.09562 -3.42232
H 1.99432 -0.14914 -3.27512
C 1.32634 -1.06533 -1.44302
N 1.83524 -0.09985 -0.49352
C 2.57276 -0.44111 0.57192
O 3.02871 -1.55517 0.75378
C 2.75107 0.68226 1.58999
H 3.58415 0.41983 2.24364
H 2.96356 1.63134 1.09967
C 1.45139 0.78183 2.40592
N 0.98227 -0.53535 2.77510
C -0.00649 -1.15291 2.08928
O -0.73962 -0.57251 1.30807
C -0.16272 -2.60251 2.40642
C 0.93696 -3.45600 2.38943
C 0.77054 -4.80418 2.64991
C -0.49605 -5.28717 2.93361
C -1.60350 -4.45514 2.93581
C -1.43185 -3.11201 2.65919
H -2.28093 -2.44568 2.64269
H -2.58404 -4.85381 3.14557
Br -0.72378 -7.13952 3.31520
H 1.61652 -5.47369 2.63000
H 1.91501 -3.08044 2.12440
H 1.61665 -1.10713 3.31228
H 1.60818 1.37931 3.30824
H 0.65486 1.23602 1.81093
H 1.38014 0.80110 -0.52252
H 2.07249 -1.85620 -1.54662
H 0.40851 -1.51484 -1.04459
H 1.54369 2.06219 -3.84804
H 0.25972 4.11383 -3.59246
H -2.42768 6.25946 -2.44233
H -0.68304 5.90416 -2.41207
*
```

Its structure (SMILES) is COc1ccc(CCNC(=O)CCNC(=O)c2ccc(Br)cc2)cc1OC. Its total energy is -3760.43923 Eh. For the energy above the lowest of the compared OMol25 structures with the same formula, charge and spin, the calculation gives 73.98 kJ/mol. Its lowest unoccupied orbital energy is 0.7 eV. As for the gap between HOMO and LUMO: 8.672 eV. Its HOMO energy is -0.293 Eh.

Entry 4:
DFT (the ωB97M-V functional and the def2-TZVPD basis) results for a molecular structure, C20H23Cl2F9N5O2RuS2.

```
! wB97M-V def2-TZVPD RIJCOSX def2/J DEFGRID3
* xyz 2 6
Ru -0.62148 -1.58916 0.40468
Cl -0.96840 0.41183 2.13152
C -1.49805 1.60090 0.89070
Cl -1.53020 0.85408 -0.71980
H -0.78004 2.41472 0.86907
H -2.50504 1.91083 1.14648
C -6.52869 -1.57926 0.47263
C -5.20079 -1.81949 1.19114
C -4.14783 -2.35769 0.28520
N -2.99427 -1.83176 0.06949
N -2.18994 -2.53396 -0.79306
C -2.75178 -3.65164 -1.22005
N -2.13436 -4.52113 -2.01389
S -4.37168 -3.82093 -0.64558
H -7.24785 -1.15104 1.16680
H -6.95359 -2.50868 0.09404
H -6.40889 -0.89238 -0.36403
H -5.33839 -2.52526 2.01389
H -4.80821 -0.89564 1.61807
H -1.13903 -4.42687 -2.15024
H -2.55448 -5.40683 -2.24480
F 1.64379 -4.02058 3.55183
C 1.42172 -3.38249 2.42475
F 0.77846 -2.20511 2.72550
F 2.56832 -3.04084 1.86251
C 0.50780 -4.14998 1.42850
O 0.30485 -3.35891 0.31266
C -0.86287 -4.46758 2.09329
F -1.63287 -5.18657 1.28173
F -0.78279 -5.05676 3.26278
F -1.52288 -3.27598 2.27552
C 1.18665 -5.47606 0.96373
F 1.23432 -6.35399 1.96044
F 2.41755 -5.24368 0.52735
F 0.48399 -6.00355 -0.04337
C 0.56126 3.83407 -4.57770
C 0.29653 2.78595 -3.50415
C 1.60406 2.19772 -2.99902
N 1.35793 1.01704 -2.14645
C 1.81356 0.74687 -0.96155
S 1.64772 -0.82970 -0.23888
N 2.52426 1.67640 -0.24551
C 2.02983 2.97675 0.04013
O 0.91373 3.26497 -0.33145
C 2.92855 3.86656 0.79771
C 2.46742 5.15966 1.04777
C 3.26308 6.05311 1.74326
C 4.51473 5.65867 2.19538
C 4.98119 4.37253 1.95004
C 4.19331 3.47726 1.24836
H -0.36741 4.29742 -4.90308
H 1.03929 3.39503 -5.45303
H 1.20958 4.62529 -4.20022
H -0.32579 1.98385 -3.91344
H -0.24368 3.22207 -2.66296
H 2.17410 2.92466 -2.42962
H 2.22886 1.85235 -3.82600
H 0.84086 0.26538 -2.58944
H 3.18213 1.28676 0.41491
H 1.49124 5.45098 0.68651
H 2.91005 7.05672 1.93204
H 5.13471 6.35827 2.73866
H 5.95900 4.07332 2.29875
H 4.59687 2.49145 1.05951
*
```

Its total energy is -3910.07998 Eh. The expectation value of S² is 8.763. Its lowest unoccupied orbital energy (spin up / spin down) is -5.7 / -8.4 eV. As for the gap between HOMO and LUMO (spin up / spin down): 8.647 / 5.888 eV. Its HOMO energy (spin up / spin down) is -0.526 / -0.526 Eh.

Entry 5:
DFT (the ωB97M-V functional and the def2-TZVPD basis) results for a molecular structure, C20H23ClEuN2OP.

```
! wB97M-V def2-TZVPD RIJCOSX def2/J DEFGRID3
* xyz 2 7
Eu -0.63108 1.16274 2.62527
Cl 0.15907 1.78263 4.94924
P 0.02135 0.73280 -0.14270
C -1.37535 -0.07724 -0.94414
C -1.21545 -0.87004 -2.09666
C -2.33681 -1.44177 -2.70310
C -3.61003 -1.27486 -2.14499
C -3.75589 -0.54241 -0.95837
C -2.65065 0.05259 -0.34620
C -0.24462 2.54190 -0.33104
C 0.58664 3.40943 0.40726
C 0.42352 4.78938 0.26877
C -0.57620 5.30659 -0.56119
C -1.42507 4.43897 -1.26187
C -1.25491 3.06019 -1.16247
C 1.58215 0.35744 -0.95838
C 2.62710 -0.16664 -0.16434
C 3.88384 -0.35194 -0.73501
C 4.10919 -0.05600 -2.08623
C 3.06949 0.46167 -2.86502
C 1.80793 0.68833 -2.30569
H 1.37442 3.00091 1.05444
H 1.09265 5.46795 0.79966
H -0.68591 6.38879 -0.68807
H -2.20801 4.84191 -1.90790
H -1.89257 2.37566 -1.72375
H -0.21634 -1.01800 -2.50982
H -2.21474 -2.01265 -3.62514
H -4.48779 -1.70256 -2.63997
H -4.74505 -0.42286 -0.51240
H -2.78132 0.63158 0.58431
H 2.43315 -0.41498 0.88593
H 4.69980 -0.73643 -0.12616
H 5.09198 -0.22938 -2.53259
H 3.23110 0.69334 -3.91793
H 1.00110 1.11761 -2.90697
H -0.14395 -5.47528 -3.59075
H 0.60463 -5.44054 -3.55764
C -1.23846 -3.90966 3.51449
N 0.05726 -3.29042 3.76067
C 0.37806 -2.00184 3.54697
N 1.68718 -1.64644 3.78492
O -0.44816 -1.15237 3.08929
H -1.91390 -3.24938 2.96354
H -1.70512 -4.18507 4.46951
H -1.08302 -4.82291 2.92630
H 0.77108 -3.86924 4.19255
H 1.89966 -0.65423 3.85628
H 2.24802 -2.28727 4.32708
*
```

Its total energy is -2472.02543 Eh. The expectation value of S² is 12.327. Its lowest unoccupied orbital energy (spin up / spin down) is -10.0 / -6.9 eV. As for the gap between HOMO and LUMO (spin up / spin down): 4.918 / 8.098 eV. Its HOMO energy (spin up / spin down) is -0.548 / -0.550 Eh.